Entry 1:
186
Properties=species:S:1:pos:R:3:forces:R:3 method="wB97M-V/def2-TZVPD" multiplicity=1 charge=-1 homo_ev=-6.018
Cd 12.170376 20.880890 5.097305 -0.08 -0.17 0.32
S 7.908110 20.487235 2.800414 -0.69 -1.03 0.44
S 13.503873 22.532683 9.290586 1.45 3.89 1.83
S 7.690832 21.757386 5.055041 -2.21 0.11 3.49
S 12.561718 20.146883 9.407391 -2.63 -1.21 -2.92
F 16.261383 22.161882 8.829416 -0.19 -0.01 0.30
F 7.718254 24.432479 5.023032 0.34 0.70 0.25
F 5.704784 23.686728 4.814941 0.61 -0.17 -0.38
F 7.120716 23.621495 3.134118 -0.31 0.26 -0.32
F 7.994060 20.931176 0.192293 0.15 -0.83 -0.58
F 15.634013 24.208239 9.299365 0.17 -0.43 0.43
F 14.594885 18.353625 9.483449 -0.53 0.03 0.51
F 14.950419 20.110635 10.694924 -0.09 -0.56 -0.39
F 13.541244 18.681783 11.409916 -0.16 -0.71 -0.26
F 15.309380 23.419148 7.346503 -0.31 -0.62 0.42
F 9.220339 22.195078 1.320537 1.28 2.15 0.07
F 9.922805 20.191671 0.985253 -0.18 -0.07 -0.30
O 15.196900 22.610284 -0.564983 0.14 0.24 1.25
O 11.958078 19.201292 8.442563 1.58 0.70 1.48
O 10.982712 21.459508 -7.932274 0.22 -0.29 -1.44
O 12.636137 23.646034 8.976723 0.72 -0.52 -0.58
O 2.973305 24.805629 11.538150 0.75 0.09 -0.30
O 0.097455 21.333143 4.751680 -0.79 1.49 0.40
O 4.675247 24.220038 -3.104409 0.05 -0.66 -1.00
O 13.683003 22.361419 10.745009 0.26 -0.42 -2.32
O 8.115503 19.066266 2.968564 0.51 0.60 -0.27
O 4.588865 29.026368 9.543193 0.28 0.23 0.61
O 8.038927 15.454511 -3.123071 -0.36 0.10 -1.53
O 8.230212 22.166169 6.339691 0.49 -0.05 -1.02
O 6.384852 11.579472 4.186060 0.11 0.08 0.47
O 11.630142 20.599996 10.429712 1.73 -0.28 -0.90
O 6.575905 20.794836 5.190607 1.65 1.70 -0.71
O 4.424902 16.924882 11.525278 -0.26 0.40 -1.16
O 6.500261 20.864319 2.572690 2.73 0.38 -0.18
O 14.724981 17.828435 3.842511 4.46 -4.92 1.47
O 6.573453 23.504669 13.863218 -0.40 0.25 -0.48
O 7.065991 31.846531 1.344044 -1.27 1.94 -0.45
O 12.775661 24.085792 3.241348 0.04 0.54 -0.07
O 3.623506 14.437073 -1.331524 0.48 -0.52 -0.94
O 3.304243 21.179522 -6.223085 0.51 -0.24 -1.03
N 8.851099 21.348403 4.056259 -2.23 -1.06 -2.63
N 13.275177 21.301236 8.338000 -0.89 -2.35 2.91
N 15.707938 16.775199 4.156158 -4.13 5.17 -2.44
C 10.340116 20.163912 -6.074241 -1.10 1.16 0.29
C 15.155477 21.409713 -1.310821 -0.20 1.35 -0.25
C 8.865977 20.968250 1.191055 -1.68 -0.76 1.74
C 12.734937 25.505654 3.317208 -0.25 0.92 0.48
C 14.267687 21.681074 -2.504252 0.21 -1.37 -0.33
C 4.521578 23.839319 -1.753781 -0.40 1.31 0.51
C 4.456201 28.654673 8.198026 -0.87 0.16 -0.25
C 3.602788 13.831940 -0.067788 0.03 2.02 1.93
C 2.786480 23.873006 10.493810 -1.38 -1.02 -0.21
C 16.267629 14.356557 4.396785 1.48 0.44 -0.20
C 4.621489 19.175170 -5.857370 0.66 -0.36 0.08
C 9.452661 14.567867 -1.431891 0.16 -0.08 0.08
C 7.223753 13.649831 5.314889 -0.06 -0.66 -0.38
C 14.010413 19.235443 10.308876 0.28 1.61 -0.33
C 7.107048 30.534365 1.768026 1.28 -0.78 1.28
C 15.305518 23.072978 8.668744 -1.37 0.85 -0.60
C 15.262810 15.411417 3.815306 -0.16 -1.98 0.71
C 8.846063 15.800372 -2.055943 0.15 0.04 1.73
C 4.745777 17.034306 10.099692 1.62 0.06 0.95
C 4.863413 29.795266 7.298353 0.20 -0.31 0.31
C 1.143749 20.471500 5.094593 -0.80 -1.56 -0.11
C 8.047090 30.495896 2.991812 -0.22 -0.78 -0.83
C 17.813875 17.536340 2.789961 -0.82 -0.31 -0.19
C 3.661018 14.948049 1.028271 -0.08 -1.26 0.21
C 17.125974 17.260373 4.157102 1.63 -0.84 1.65
C 17.238408 18.536164 5.041300 -0.19 0.48 -0.23
C 12.118058 26.168370 2.089105 0.33 0.00 0.42
C 4.362027 20.371938 -6.776705 -0.02 -0.82 1.07
C 6.215818 17.502883 9.880350 -0.68 0.13 -0.12
C 6.991825 23.503175 4.451463 -0.12 -2.00 0.36
C 3.384805 24.669864 -1.125845 0.01 -0.11 0.51
C 13.899765 14.965997 4.468302 0.19 1.29 -0.06
C 17.812328 14.706484 4.302742 -1.18 0.50 0.03
C 7.171420 22.254371 13.549100 0.74 -0.32 0.79
C 10.360156 21.595679 -6.684979 1.15 -0.91 0.61
C 0.498816 19.100778 5.410557 0.69 0.33 -0.35
C 1.888244 22.722089 11.047856 0.39 0.57 -0.59
C 18.029771 16.123514 4.847077 -1.32 0.67 -0.23
C 15.202280 15.184165 2.291036 0.79 0.59 -0.12
C 7.338811 12.637003 4.122543 0.04 1.25 0.60
C 6.739872 21.213185 14.581378 0.14 -0.19 -0.61
H 6.765920 10.819123 3.740799 -0.07 -0.01 0.00
H 13.285008 23.947001 2.439537 0.08 -0.58 -0.13
H 7.487205 30.018442 0.886333 -0.03 -1.02 0.45
H 10.135627 14.112599 -2.149093 0.07 -0.17 0.15
H 3.694151 23.474056 10.040964 0.47 -0.10 0.58
H 3.583688 25.741562 -1.126695 0.62 0.04 0.07
H 18.065225 16.639355 2.223984 -0.41 -0.24 0.08
H 7.222994 15.084383 -2.778309 -0.06 0.00 -0.01
H 4.130372 20.002376 -7.775633 -0.73 0.26 0.07
H 7.785958 31.288124 3.693453 0.02 0.03 -0.16
H 7.152296 13.191027 3.202562 0.14 0.16 -0.14
H 19.041683 16.525673 4.798048 0.12 -0.38 -0.14
H 4.974666 27.721823 7.976452 0.34 0.04 -0.07
H 17.179711 18.166416 2.166294 0.20 0.19 0.01
H 14.887457 14.165918 2.062651 -0.51 0.18 0.18
H 11.325456 19.699493 -6.035211 -0.04 0.27 -0.09
H 18.175676 14.573113 3.283776 0.08 0.02 0.00
H 4.097498 17.792641 9.660651 -0.23 -0.25 0.25
H 6.951844 17.004810 10.511456 -0.23 -0.13 0.18
H 18.354738 14.041451 4.974765 0.02 -0.25 -0.27
H 18.793356 17.978061 2.973224 -0.27 0.41 0.20
H 16.765128 19.413236 4.599868 -0.63 -0.32 -0.08
H 3.855000 14.403801 1.952528 -0.31 0.10 0.41
H 14.783073 20.602316 -0.680322 -0.04 0.16 0.05
H 4.696788 29.405799 6.294041 0.36 0.45 -0.26
H 7.117490 23.964070 14.507098 0.04 -0.09 -0.04
H -0.334663 20.968777 3.975719 0.01 0.02 -0.02
H 2.408067 24.654486 -1.609427 0.11 -0.77 -0.34
H 6.269015 14.175564 5.300690 -0.10 -0.23 0.04
H 5.082920 19.450366 -4.908982 -0.26 0.42 0.15
H 3.243222 24.371157 -0.087177 -0.05 0.02 0.10
H -0.024975 18.741845 4.524603 0.18 -0.29 -0.13
H 15.519900 23.294580 -1.155756 0.00 0.07 0.04
H 12.696528 25.957371 1.189692 -0.19 -0.34 -0.17
H 8.661541 13.857814 -1.190959 0.02 -0.12 0.02
H 16.207738 15.229712 1.872607 0.17 0.20 -0.01
H 3.754561 24.475502 11.987871 0.12 0.32 0.48
H 6.988500 21.968476 12.513296 -0.54 0.17 0.10
H 5.652556 21.142354 14.609970 0.02 0.16 0.29
H 16.886732 18.413092 6.065639 -0.36 -0.25 -0.18
H 2.730708 13.196315 0.085657 0.00 -0.13 -0.06
H 11.072884 25.869172 2.010379 0.09 0.00 -0.33
H 16.065890 13.437273 3.846951 0.08 -0.03 -0.02
H 8.254830 22.357276 13.610106 0.19 -0.01 -0.08
H 18.245229 18.938235 5.154160 0.49 -0.80 -0.25
H 14.620329 15.956811 1.788586 -0.27 -0.24 0.09
H 1.670708 20.773198 5.999798 -0.04 0.65 -0.32
H 16.178858 21.188964 -1.614265 0.04 -0.44 -0.23
H 6.289498 18.578679 10.039525 0.09 -0.05 0.15
H 4.195590 28.341521 10.089015 0.03 -0.06 0.10
H 13.711555 25.934196 3.542335 0.49 -0.21 -0.37
H 3.754137 18.556431 -5.627225 -0.22 0.29 -0.21
H 7.922216 29.538116 3.496965 0.29 -0.06 0.09
H 5.159987 25.044596 -3.186447 -0.02 -0.03 0.30
H 6.148819 30.153878 2.121785 -0.26 -0.05 -0.48
H 12.180302 25.831648 4.197096 -0.41 -0.59 0.04
H 7.107154 20.214925 14.343272 0.13 -0.02 -0.18
H 3.663215 21.689660 -5.493366 0.11 0.04 0.09
H 6.521708 17.320387 8.850185 -0.10 0.00 -0.12
H 9.645295 16.495960 -2.311844 -0.20 0.03 -0.62
H 4.247345 30.677191 7.473767 -0.16 -0.11 -0.03
H -0.267446 19.189205 6.180703 0.22 0.22 0.18
H 7.982500 14.432321 5.304922 0.17 -0.08 -0.59
H 14.422888 20.782318 -3.101102 -0.49 0.11 -0.71
H 5.376329 18.505648 -6.269739 0.00 -0.08 -0.42
H 6.128755 32.051381 1.309060 0.12 0.63 -0.24
H 9.070016 30.606230 2.631873 0.08 0.08 0.35
H 14.580173 22.559128 -3.069471 0.19 -0.05 0.01
H 7.180709 21.477286 15.542631 -0.36 0.06 0.16
H 4.824551 16.137849 11.902706 0.18 -0.05 -0.28
H 8.240133 16.302339 -1.301639 0.01 0.28 0.20
H 12.996486 15.341390 3.987423 0.26 0.30 -0.25
H 13.880433 15.343799 5.490556 -0.03 -0.20 0.10
H 4.539213 15.586389 0.931395 -0.21 0.14 -0.48
H 1.778909 20.470974 4.208773 0.73 -0.57 0.43
H 8.358461 12.254261 4.078443 0.06 -0.15 0.06
H 2.354547 24.379016 9.630394 -0.57 0.16 0.24
H 2.741704 14.730886 -1.571734 -0.02 -0.02 0.15
H 12.180667 27.251307 2.195998 -0.18 0.09 0.17
H 2.740329 15.520828 1.139435 0.11 0.10 -0.13
H 0.931070 23.094207 11.413168 0.05 0.26 -0.09
H 3.401351 28.483677 7.983183 -0.29 -0.30 -0.04
H 9.397413 22.100567 -6.764405 -0.30 -0.36 0.03
H 11.514205 22.211073 -8.204789 -0.23 0.17 0.31
H 1.272072 18.402233 5.730264 -0.17 -0.27 -0.08
H 4.508762 13.283350 0.189819 0.06 -0.42 -1.08
H 5.452283 24.037257 -1.222080 0.04 0.08 0.26
H 7.376313 13.182927 6.287938 -0.31 -0.35 -0.07
H 9.932310 20.275599 -5.069595 0.20 -0.19 0.28
H 10.995839 22.228001 -6.065155 -0.06 0.07 0.38
H 9.970642 14.819779 -0.506502 0.16 -0.06 -0.01
H 1.673895 21.967803 10.290765 0.14 -0.11 0.00
H 13.209979 21.788355 -2.263726 0.12 -0.06 0.20
H 4.383824 22.762174 -1.659525 -0.36 0.06 -0.41
H 5.310326 20.890571 -6.917619 -0.05 0.53 0.22
H 2.385593 22.268040 11.904934 0.11 -0.15 -0.10
H 17.776145 16.056527 5.905038 -0.10 0.32 0.16
H 16.068141 14.108728 5.439321 -0.27 0.38 0.10
H 4.624927 16.082549 9.582325 -0.37 -0.10 0.12
H 9.634339 19.499286 -6.572493 0.17 0.08 -0.35
H 5.893320 30.090824 7.498430 0.12 -0.13 -0.36
H 13.804397 13.880171 4.468133 0.37 0.04 0.00

---

Entry 2:
8
Properties=species:S:1:pos:R:3:forces:R:3 method="wB97M-V/def2-TZVPD" multiplicity=4 charge=+2 homo_ev="-19.871 / -20.682"
Ni -3.464686 -3.770900 -0.939356 0.14 0.81 0.78
O -3.427065 0.380065 -1.172362 -1.47 -1.05 1.43
C -4.428873 0.413926 -0.502080 2.17 -1.36 -0.93
C -3.699387 -2.029704 -0.053800 -0.55 -0.50 -1.94
C -4.697939 -1.202956 0.471905 0.13 1.39 -0.06
H -2.952273 -0.768989 -1.017846 -0.46 1.10 0.43
H -5.764730 -1.432052 0.340818 0.11 -0.30 0.30
H -4.479578 -0.742765 1.457067 -0.07 -0.09 -0.01

---

Entry 3:
23
Properties=species:S:1:pos:R:3:forces:R:3 method="wB97M-V/def2-TZVPD" multiplicity=1 homo_ev=-9.186 smiles="[H]/N=C(/C)C(C)C.CO"
O 0.644822 1.605221 1.010617 -3.58 -0.03 -1.66
N 0.969341 -1.209952 0.970671 0.71 0.40 0.75
C 0.689690 -1.044771 -0.235059 -2.75 -0.25 -1.04
C 1.509252 -1.787956 -1.244035 0.25 0.20 -0.20
C -0.742047 0.740867 -1.744935 1.03 0.86 0.28
C 0.982538 1.926566 2.333766 0.25 -0.37 0.81
C -0.780769 -0.497759 -0.856781 1.31 -1.63 -0.49
C -1.957540 -0.598561 0.103470 0.28 0.21 0.56
H 2.476705 -2.058807 -0.828264 0.01 0.11 0.09
H -0.465907 0.518902 -2.776803 -0.11 -0.13 0.06
H -0.954726 -1.316236 -1.569441 0.09 0.02 0.13
H -2.755761 0.110656 -0.111668 0.02 0.03 -0.24
H -0.377406 1.444534 0.781402 3.49 0.84 1.41
H -2.385680 -1.601578 0.078046 0.05 0.07 0.17
H 0.175249 1.955292 3.074458 -0.22 -0.06 -0.39
H 1.671883 1.137981 2.654152 0.08 0.16 0.22
H -1.649574 -0.394868 1.128534 -0.04 -0.06 0.27
H 0.406155 -0.674421 1.623439 -0.44 -0.16 -0.11
H 0.023658 1.428801 -1.388169 0.14 0.16 0.00
H 1.003445 -2.716343 -1.510715 -0.13 0.04 -0.14
H -1.650607 1.340369 -1.757857 -0.32 -0.34 0.03
H 1.660901 -1.193585 -2.141763 -0.02 -0.02 -0.21
H 1.506378 2.885647 2.406935 -0.10 -0.05 -0.29